(1)
{"formula": "C13H18AgN3O4S2Sb", "method": "wB97M-V/def2-TZVPD", "elements": ["H", "C", "C", "C", "Sb", "H", "H", "H", "H", "C", "Ag", "H", "H", "H", "S", "S", "H", "C", "H", "H", "H", "O", "C", "O", "H", "H", "C", "H", "C", "N", "O", "C", "C", "H", "H", "C", "N", "C", "O", "H", "C", "N"], "coordinates": [[-1.836, -3.188, -2.014], [1.332, -4.375, -2.283], [-0.756, -3.189, -2.054], [-1.204, -0.970, 0.806], [-0.269, 3.294, 1.068], [-2.778, -3.426, 2.760], [-0.597, -5.318, -2.263], [0.388, 5.431, -0.485], [-0.887, 4.500, -1.285], [-0.059, -4.377, -2.204], [1.177, 0.948, -0.121], [-0.185, 4.007, 3.679], [0.957, 5.003, 2.766], [-2.527, 2.419, 2.295], [-2.442, -2.201, 0.649], [-0.929, -0.460, -1.750], [-2.751, 2.337, 0.544], [-0.068, -1.984, -1.977], [-1.304, 5.604, 0.053], [-0.793, 5.374, 2.707], [-2.914, 3.905, 1.386], [-2.272, -0.671, -2.240], [-1.279, -1.822, 2.836], [3.358, 1.301, -0.071], [3.095, -3.146, -2.307], [-0.945, -1.875, 3.863], [1.320, -1.973, -2.080], [4.812, 2.384, 0.760], [-2.224, -2.626, 2.297], [-0.865, -0.107, -0.203], [-0.132, 0.560, -2.406], [-2.373, 2.957, 1.358], [3.729, 2.141, 0.814], [1.559, -6.398, -2.148], [2.998, -5.547, -2.173], [-0.047, 4.581, 2.762], [2.035, -5.570, -2.468], [-0.556, 4.907, -0.329], [3.070, 2.649, 1.720], [1.854, -1.032, -2.038], [2.013, -3.159, -2.230], [-0.706, -0.888, 2.008]], "atomic_forces_ev_per_a": [[0.0, 0.0, 0.0], [0.0, -0.1, 0.0], [0.1, 0.1, -0.1], [-0.3, 0.3, -0.6], [0.0, -0.2, -0.2], [0.0, 0.0, 0.0], [0.0, 0.0, 0.0], [0.0, 0.0, 0.0], [0.0, 0.0, 0.0], [0.0, 0.0, 0.0], [0.2, 0.3, 0.5], [0.0, 0.0, 0.0], [0.0, 0.0, 0.0], [0.0, 0.0, 0.0], [-0.2, 0.0, -0.2], [-0.2, 0.1, -0.3], [0.0, 0.0, 0.0], [0.1, -0.2, -0.1], [0.0, 0.0, 0.0], [0.0, 0.0, 0.0], [0.0, 0.0, 0.0], [-0.1, -0.1, 0.2], [0.1, 0.1, 0.1], [-0.2, 0.1, 0.0], [0.0, 0.0, 0.0], [0.0, 0.0, 0.0], [-0.1, -0.1, 0.1], [0.1, 0.1, -0.1], [0.1, 0.0, 0.1], [0.6, -0.3, 0.5], [-0.2, -0.1, -0.1], [0.0, 0.0, 0.0], [0.0, -0.4, 0.2], [0.0, 0.0, 0.0], [0.0, 0.0, 0.0], [0.1, 0.0, 0.1], [0.0, 0.0, -0.1], [0.0, 0.0, 0.0], [-0.1, 0.1, -0.1], [0.0, 0.0, 0.0], [0.0, 0.0, 0.0], [0.0, -0.1, 0.1]], "e_tot_ha": -2155.06966, "relative_energy_kcal_mol": 4.9, "homo_ev": -4.80, "charge": -1}



(2)
{"formula": "C39H55Br2N10O7P2V", "method": "wB97M-V/def2-TZVPD", "elements": ["P", "C", "H", "H", "H", "H", "C", "C", "O", "H", "H", "H", "H", "H", "C", "H", "N", "C", "H", "O", "C", "C", "H", "H", "Br", "C", "C", "C", "H", "C", "C", "H", "H", "H", "C", "H", "N", "H", "H", "O", "C", "H", "H", "C", "O", "H", "C", "N", "H", "H", "H", "H", "N", "H", "H", "C", "H", "H", "H", "H", "H", "N", "H", "C", "H", "C", "Br", "N", "C", "C", "V", "H", "O", "H", "H", "C", "C", "C", "C", "H", "H", "H", "H", "C", "H", "C", "C", "C", "H", "C", "H", "H", "C", "H", "H", "N", "N", "C", "C", "H", "P", "C", "O", "C", "C", "C", "H", "C", "C", "H", "H", "N", "H", "N", "H", "O"], "coordinates": [[3.181, 1.138, 0.968], [2.296, 2.398, 3.175], [4.425, -2.345, -1.428], [2.262, 3.480, 3.009], [1.327, -2.151, -3.388], [3.496, -3.710, 3.642], [-0.921, -2.744, 0.395], [-0.502, -1.158, 2.014], [-0.725, 1.861, -3.151], [-6.471, 3.189, 3.568], [-7.114, 2.002, 2.454], [2.269, -3.327, 2.413], [-5.422, 3.816, 1.505], [0.053, -0.269, 2.278], [-5.772, 1.748, -1.483], [5.181, 2.430, -1.662], [-0.256, -1.650, 0.801], [2.881, -2.915, 3.212], [-2.776, -2.310, -2.429], [-2.322, -0.575, -1.075], [-1.161, -4.344, -1.540], [-2.692, 0.227, -4.653], [5.140, -0.385, 3.238], [2.221, -2.525, 3.990], [-3.403, -3.632, 3.565], [-2.111, -2.837, 2.452], [-6.195, 2.347, 2.928], [4.713, 2.350, 2.802], [4.893, 2.234, 3.873], [-1.864, -3.366, 1.198], [-2.809, -1.804, -3.383], [2.922, 3.188, -1.873], [3.841, -0.631, 4.410], [2.780, 4.013, -0.311], [6.406, -2.560, 1.302], [5.762, -3.490, -1.193], [5.183, -2.440, 0.522], [-3.256, -3.584, -4.495], [-2.210, -0.050, -0.263], [2.718, -0.392, -1.983], [-3.678, 2.934, 3.790], [-4.721, 2.215, 5.530], [-3.030, 0.041, -6.755], [2.709, 3.043, -0.814], [4.252, -0.069, 0.916], [-5.277, 2.147, 0.968], [-4.269, 3.614, -1.555], [2.057, 1.065, -3.617], [6.096, -1.748, -1.255], [-4.883, -0.175, -1.808], [5.132, -1.836, 4.254], [0.347, -4.117, -4.562], [0.310, -2.470, -1.636], [-2.617, 3.002, 4.024], [-6.379, 3.793, -1.208], [-0.586, -3.217, -0.972], [2.328, 1.621, -4.409], [6.176, -2.689, 2.357], [1.359, 1.961, 2.839], [1.145, 1.273, -3.201], [4.387, 0.591, -4.461], [-2.269, 1.197, 1.186], [4.768, 3.416, 2.560], [-0.914, 0.999, -2.287], [5.511, 1.832, 2.269], [-4.375, 1.813, 4.576], [-1.594, -6.185, -3.650], [3.711, -1.829, 2.696], [-3.156, -1.859, -5.764], [-3.206, 2.754, -1.815], [1.105, -0.814, -0.582], [-3.665, 1.016, 4.808], [1.773, 0.694, 0.836], [-1.600, -1.284, 3.854], [5.413, 3.282, -0.125], [-2.315, 0.349, -2.146], [-5.557, 1.248, 3.773], [-2.602, -0.432, -3.428], [-2.997, 1.899, 1.748], [-6.288, 0.798, 4.444], [6.950, -3.444, 0.969], [-4.121, 3.904, 4.016], [-6.773, 1.349, -1.369], [4.503, -1.134, 3.700], [4.811, -0.480, -3.190], [-2.961, -0.483, -5.811], [-1.419, -1.720, 2.883], [2.952, 0.288, -3.001], [-2.214, 3.157, -1.957], [0.619, -2.801, -2.890], [-2.411, -4.233, 0.861], [-5.209, 0.450, 3.110], [-4.714, 0.893, -1.736], [-3.375, -2.410, -6.669], [7.060, -1.689, 1.182], [3.415, 1.782, 2.466], [-3.828, 2.732, 2.346], [-0.817, -4.679, -2.837], [-5.216, 2.798, 1.840], [-4.087, 4.680, -1.491], [3.873, -1.646, 1.086], [-5.552, 3.119, -1.393], [0.007, 0.588, -1.513], [-3.085, -2.515, -4.546], [0.080, -3.894, -3.539], [5.066, 2.349, -0.580], [-1.873, -4.948, -0.999], [5.376, -2.506, -0.924], [-3.420, 1.386, -1.908], [5.697, 1.531, -0.238], [1.696, 2.653, -0.727], [3.669, 2.075, -0.277], [2.409, 2.220, 4.246], [4.213, 0.251, -3.532], [-2.543, 1.297, -4.690], [2.656, -2.024, 0.332]], "atomic_forces_ev_per_a": [[0.0, 0.0, 0.0], [0.0, 0.0, 0.0], [0.0, 0.0, 0.0], [0.0, 0.0, 0.0], [0.0, 0.0, 0.0], [0.0, 0.0, 0.0], [0.0, 0.0, 0.0], [0.0, 0.0, 0.0], [0.0, 0.0, 0.0], [0.0, 0.0, 0.0], [0.0, 0.0, 0.0], [0.0, 0.0, 0.0], [0.0, 0.0, 0.0], [0.0, 0.0, 0.0], [0.0, 0.0, -0.1], [0.0, 0.0, 0.0], [-0.2, -0.1, 0.2], [0.0, 0.0, 0.0], [0.0, 0.0, 0.0], [0.0, 0.0, 0.0], [0.0, 0.0, 0.0], [0.0, 0.0, 0.0], [0.0, 0.0, 0.0], [0.0, 0.0, 0.0], [0.0, 0.0, 0.0], [0.0, 0.0, 0.0], [0.0, 0.0, 0.0], [0.0, 0.0, 0.0], [0.0, 0.0, 0.0], [0.0, 0.0, 0.0], [0.0, 0.0, 0.0], [0.0, 0.0, 0.0], [0.0, 0.0, 0.0], [0.0, 0.0, 0.0], [0.0, 0.0, 0.0], [0.0, 0.0, 0.0], [0.0, 0.0, 0.0], [0.0, 0.0, 0.0], [0.0, 0.0, 0.0], [-0.1, 0.0, 0.0], [0.0, 0.0, 0.0], [0.0, 0.0, 0.0], [0.0, 0.0, 0.0], [0.0, 0.0, 0.0], [0.0, 0.0, 0.0], [0.0, 0.0, 0.1], [0.0, 0.0, 0.0], [0.0, 0.1, 0.1], [0.0, 0.0, 0.0], [0.0, 0.0, 0.0], [0.0, 0.0, 0.0], [0.0, 0.0, 0.0], [-0.1, -0.1, -0.1], [0.0, 0.0, 0.0], [0.0, 0.0, 0.0], [0.0, 0.0, 0.0], [0.0, 0.0, 0.0], [0.0, 0.0, 0.0], [0.0, 0.0, 0.0], [0.0, 0.0, 0.0], [0.0, 0.0, 0.0], [0.1, 0.0, 0.1], [0.0, 0.0, 0.0], [0.1, 0.0, 0.0], [0.0, 0.0, 0.0], [0.0, 0.0, 0.0], [0.0, 0.0, 0.0], [0.0, 0.0, 0.0], [0.0, 0.0, 0.0], [0.0, 0.0, 0.0], [0.5, 0.1, 0.0], [0.0, 0.0, 0.0], [-0.1, -0.1, 0.0], [0.0, 0.0, 0.0], [0.0, 0.0, 0.0], [0.0, 0.0, 0.0], [0.0, 0.0, 0.0], [0.0, 0.0, 0.0], [0.0, 0.0, 0.0], [0.0, 0.0, 0.0], [0.0, 0.0, 0.0], [0.0, 0.0, 0.0], [0.0, 0.0, 0.0], [0.0, 0.0, 0.0], [0.0, 0.0, 0.0], [0.0, 0.0, 0.0], [0.0, 0.0, 0.0], [0.0, 0.0, 0.1], [0.0, 0.0, 0.0], [0.0, 0.0, 0.0], [0.0, 0.0, 0.0], [0.0, 0.0, 0.0], [0.0, 0.0, 0.0], [0.0, 0.0, 0.0], [0.0, 0.0, 0.0], [0.0, 0.0, 0.0], [0.0, 0.1, 0.0], [0.0, 0.0, 0.0], [0.0, -0.1, 0.1], [0.0, 0.0, 0.0], [0.0, 0.0, 0.0], [0.0, 0.0, -0.2], [-0.1, 0.2, 0.0], [0.0, 0.0, 0.0], [0.0, 0.0, 0.0], [0.0, 0.0, 0.0], [0.0, 0.0, 0.0], [0.0, 0.0, 0.0], [0.0, 0.0, 0.0], [0.0, 0.0, 0.0], [0.0, 0.0, 0.0], [0.0, 0.0, 0.0], [0.0, 0.0, 0.0], [0.0, 0.1, 0.0], [0.0, 0.0, 0.0], [0.0, 0.0, 0.0]], "e_tot_ha": -9368.34382, "spin_multiplicity": 4, "relative_energy_kcal_mol": 1.6, "homo_ev": [-8.77, -10.15], "charge": 1, "s_squared": 3.76}



(3)
{"formula": "AgH16O8", "method": "wB97M-V/def2-TZVPD", "elements": ["O", "O", "Ag", "H", "H", "H", "O", "H", "H", "O", "H", "H", "O", "H", "O", "H", "O", "H", "O", "H", "H", "H", "H", "H", "H"], "coordinates": [[-0.699, 2.188, -1.117], [2.031, -0.943, 1.688], [0.431, 0.218, 0.302], [-0.789, -1.259, -1.562], [1.475, -1.177, 2.421], [2.885, 0.554, -1.193], [-1.102, -1.810, 1.035], [-1.474, 1.938, -0.587], [2.558, -1.681, 1.561], [2.336, 1.211, -0.731], [1.569, -1.838, -1.853], [-1.610, -1.765, 0.199], [0.947, -1.781, -1.134], [2.221, 1.885, -1.395], [0.431, 2.313, 1.319], [-0.725, 3.137, -1.082], [-1.746, -1.290, -1.711], [0.894, -2.664, -0.731], [-2.313, 0.928, 0.527], [0.686, 2.171, 2.229], [-2.011, -1.996, -2.317], [-2.262, 0.813, 1.455], [-3.033, 0.378, 0.232], [-0.394, -2.437, 1.038], [-0.314, 2.905, 1.419]], "atomic_forces_ev_per_a": [[-0.2, -0.3, -0.2], [-1.3, 2.0, 0.2], [-0.5, 0.1, -0.3], [-0.1, -0.5, -0.8], [-0.4, -0.1, 0.8], [-0.1, 0.3, 0.4], [-0.7, 1.3, 0.5], [0.1, -0.2, -0.2], [1.9, -2.2, -0.5], [0.8, -0.9, -0.3], [0.4, -0.2, -0.5], [0.5, -0.5, 0.0], [-0.2, -0.5, 0.5], [-0.3, 0.6, -0.3], [0.1, 0.2, 0.6], [0.3, 0.8, -0.3], [-0.7, 0.2, 0.5], [0.2, 0.3, -0.4], [0.1, 0.3, -0.9], [0.5, 0.0, 0.5], [0.5, 0.2, 0.1], [0.0, -0.2, 1.5], [-0.4, -0.3, -0.3], [0.1, -0.8, -0.4], [-0.4, 0.3, -0.3]], "e_tot_ha": -758.25331, "relative_energy_kcal_mol": 0.0, "homo_ev": -13.18, "charge": 1}



Copy entry 3 word for word.
{"formula": "AgH16O8", "method": "wB97M-V/def2-TZVPD", "elements": ["O", "O", "Ag", "H", "H", "H", "O", "H", "H", "O", "H", "H", "O", "H", "O", "H", "O", "H", "O", "H", "H", "H", "H", "H", "H"], "coordinates": [[-0.699, 2.188, -1.117], [2.031, -0.943, 1.688], [0.431, 0.218, 0.302], [-0.789, -1.259, -1.562], [1.475, -1.177, 2.421], [2.885, 0.554, -1.193], [-1.102, -1.810, 1.035], [-1.474, 1.938, -0.587], [2.558, -1.681, 1.561], [2.336, 1.211, -0.731], [1.569, -1.838, -1.853], [-1.610, -1.765, 0.199], [0.947, -1.781, -1.134], [2.221, 1.885, -1.395], [0.431, 2.313, 1.319], [-0.725, 3.137, -1.082], [-1.746, -1.290, -1.711], [0.894, -2.664, -0.731], [-2.313, 0.928, 0.527], [0.686, 2.171, 2.229], [-2.011, -1.996, -2.317], [-2.262, 0.813, 1.455], [-3.033, 0.378, 0.232], [-0.394, -2.437, 1.038], [-0.314, 2.905, 1.419]], "atomic_forces_ev_per_a": [[-0.2, -0.3, -0.2], [-1.3, 2.0, 0.2], [-0.5, 0.1, -0.3], [-0.1, -0.5, -0.8], [-0.4, -0.1, 0.8], [-0.1, 0.3, 0.4], [-0.7, 1.3, 0.5], [0.1, -0.2, -0.2], [1.9, -2.2, -0.5], [0.8, -0.9, -0.3], [0.4, -0.2, -0.5], [0.5, -0.5, 0.0], [-0.2, -0.5, 0.5], [-0.3, 0.6, -0.3], [0.1, 0.2, 0.6], [0.3, 0.8, -0.3], [-0.7, 0.2, 0.5], [0.2, 0.3, -0.4], [0.1, 0.3, -0.9], [0.5, 0.0, 0.5], [0.5, 0.2, 0.1], [0.0, -0.2, 1.5], [-0.4, -0.3, -0.3], [0.1, -0.8, -0.4], [-0.4, 0.3, -0.3]], "e_tot_ha": -758.25331, "relative_energy_kcal_mol": 0.0, "homo_ev": -13.18, "charge": 1}